The following is a quantum chemistry calculation of a structure of composition C39H32InOP2SbSe4 at a distorted geometry, from the Open Molecules 2025 dataset.

Last column: Löwdin charge in e.
Positions of all 80 atoms, in Å:
1 In -0.1613 1.9166 0.6652  0.10
2 C 0.6490 -4.8649 -2.2553  -0.02
3 C 0.2715 -4.0412 -0.9635  -0.38
4 C -0.1297 -5.0964 0.1420  -0.01
5 C 1.4675 -3.1544 -0.5008  -0.07
6 C 2.7665 -3.6763 -0.3970  0.01
7 C 3.8483 -2.8580 -0.0158  -0.04
8 C 3.6164 -1.5398 0.3283  -0.07
9 C 2.3146 -1.0319 0.2891  -0.31
10 P 2.0980 0.7088 0.5570  1.03
11 C 3.1300 1.1108 1.9795  -0.40
12 C 3.2382 0.2587 3.0510  -0.09
13 C 3.4356 0.8175 4.3516  -0.07
14 C 3.5219 2.1813 4.5528  -0.08
15 C 3.6418 3.0114 3.4392  -0.09
16 C 3.4315 2.4976 2.1457  -0.14
17 C 3.0170 1.3170 -0.9478  -0.35
18 C 2.4726 0.9000 -2.1509  -0.11
19 C 2.9926 1.4323 -3.3269  -0.06
20 C 4.2051 2.1842 -3.3271  -0.06
21 C 4.7867 2.4391 -2.0980  -0.06
22 C 4.2071 1.9907 -0.9019  -0.07
23 C 1.2705 -1.8941 0.0358  -0.18
24 O -0.0267 -1.3599 0.1423  -0.05
25 C -1.0218 -1.8415 -0.7297  -0.14
26 C -2.1634 -1.0408 -0.8998  -0.29
27 C -3.1929 -1.5485 -1.6126  -0.09
28 C -3.0829 -2.8404 -2.1674  -0.05
29 C -1.9707 -3.5708 -2.0570  -0.03
30 C -0.8881 -3.1244 -1.2848  -0.08
31 P -2.4383 0.5429 -0.1072  1.08
32 C -3.2411 1.4681 -1.5404  -0.32
33 C -4.0678 2.4837 -1.0848  -0.10
34 C -4.7209 3.2692 -2.0463  -0.06
35 C -4.6576 2.9733 -3.4175  -0.05
36 C -3.7245 1.9922 -3.8615  -0.07
37 C -3.0411 1.2601 -2.9360  -0.09
38 C -3.2472 0.0828 1.4322  -0.38
39 C -2.4247 -0.2793 2.4553  -0.13
40 C -2.8750 -0.4076 3.7754  -0.04
41 C -4.2256 -0.1560 3.9770  -0.08
42 C -5.0960 0.0637 2.9207  -0.07
43 C -4.6326 0.1784 1.5951  -0.06
44 H 1.4250 -5.5653 -1.8959  0.08
45 H 0.9940 -4.3456 -3.1307  0.09
46 H -0.1481 -5.5045 -2.5574  0.06
47 H 0.6721 -5.8381 0.3057  0.09
48 H -1.0113 -5.7091 -0.2165  0.10
49 H -0.3992 -4.6023 1.0882  0.09
50 H 2.9534 -4.6995 -0.7289  0.12
51 H 4.8652 -3.1680 0.0012  0.10
52 H 4.4031 -0.7963 0.6494  0.14
53 H 2.8523 -0.7780 2.9535  0.12
54 H 3.3172 0.2097 5.2847  0.12
55 H 3.4906 2.5714 5.5499  0.11
56 H 4.0426 4.0322 3.4311  0.07
57 H 3.4304 3.1831 1.3150  0.05
58 H 1.5299 0.3127 -2.1238  0.11
59 H 2.4166 1.3702 -4.3106  0.13
60 H 4.6526 2.5926 -4.2147  0.10
61 H 5.6554 3.0537 -2.0131  0.10
62 H 4.7186 2.1102 0.0680  0.11
63 H -4.1271 -1.0743 -1.6970  0.11
64 H -3.9216 -3.2171 -2.7798  0.13
65 H -1.9585 -4.5574 -2.4070  0.10
66 H -4.2491 2.5841 -0.0161  0.11
67 H -5.4620 3.9972 -1.7256  0.11
68 H -5.1821 3.6415 -4.1167  0.11
69 H -3.5573 1.8229 -4.9274  0.11
70 H -2.3836 0.4716 -3.2179  0.10
71 H -1.3467 -0.4392 2.2825  0.10
72 H -2.1934 -0.5727 4.6130  0.12
73 H -4.6697 -0.0143 5.0015  0.13
74 H -6.0920 0.3931 3.1102  0.10
75 H -5.3560 0.4342 0.7884  0.12
76 Se -1.2286 6.7476 2.5540  -0.23
77 Sb 0.3035 5.0775 1.7118  -0.36
78 Se -0.1732 3.0310 3.0672  0.04
79 Se -0.1612 4.4712 -0.6847  -0.02
80 Se 2.5458 6.0201 1.7835  -0.14

Output
Kohn-Sham gap (eV): 4.86
Calculated total energy (Eh): -12299.393531

=====

The following is a quantum chemistry calculation of an isolated molecule of CH4O3S at a distorted geometry, from the Open Molecules 2025 dataset.

Last column: natural (NBO) charge in e.
Positions of all 9 atoms, in Å:
1 C 0.0779 -0.7845 0.5672  -0.26
2 H -0.8672 0.7339 1.2090  0.50
3 H -0.5941 -1.4780 0.9606  0.18
4 H 1.0370 -1.3157 0.3583  0.21
5 H 1.2166 1.0668 -0.8579  0.49
6 O 0.2044 0.4426 1.3345  -0.70
7 O 0.9384 0.5074 -1.5233  -0.87
8 O -1.4660 1.0210 -0.9134  -0.93
9 S -0.5470 -0.1934 -1.1351  1.38

Output
Energy relative to the best compared isomer or geometry (same formula, charge and spin) (kcal/mol): 53.6
Kohn-Sham gap (eV): 10.65
Calculated total energy (Eh): -664.336769

=====

The following is a quantum chemistry calculation of a structure of composition C35H28ClN6O4S4Ta at a distorted geometry, from the Open Molecules 2025 dataset.

Last column: Löwdin charge in e.
Positions of all 79 atoms, in Å:
1 Ta 4.8560 -16.4389 -16.7495  1.27
2 S 4.7056 -18.8295 -16.1905  0.66
3 C 3.9313 -19.7024 -17.4773  -0.71
4 C 3.5419 -21.0372 -17.1783  -0.28
5 N 3.1778 -22.1117 -16.9216  0.17
6 C 3.3600 -19.0738 -18.5377  -0.60
7 S 3.6531 -17.3033 -18.7304  0.70
8 C 2.5566 -19.8019 -19.5118  -0.25
9 N 1.9117 -20.4523 -20.1708  0.18
10 C 9.7529 -13.6196 -20.8105  -0.03
11 C 9.8991 -12.9356 -19.4800  -0.21
12 C 10.5722 -11.7131 -19.3672  -0.04
13 C 10.6108 -11.0186 -18.1660  -0.09
14 C 10.0426 -11.4889 -17.0190  -0.09
15 C 9.4024 -12.7050 -17.0489  -0.03
16 C 9.2568 -13.4054 -18.2807  -0.16
17 N 8.5785 -14.6758 -18.3149  0.15
18 C 7.2929 -14.8338 -18.0307  -0.34
19 N 6.4500 -13.7706 -17.9707  0.16
20 C 5.0278 -13.6816 -18.0805  -0.19
21 C 4.1293 -14.8035 -17.9687  -0.34
22 C 2.7712 -14.5932 -18.4007  -0.18
23 C 2.3844 -13.3635 -18.8559  -0.08
24 C 3.2450 -12.2927 -18.8428  -0.03
25 C 4.5425 -12.3978 -18.3379  -0.19
26 C 5.3807 -11.1243 -18.1875  -0.01
27 N 6.6865 -16.0350 -17.8646  -0.04
28 C 7.5680 -17.1983 -18.0482  -0.22
29 C 7.4329 -17.9341 -19.2806  -0.05
30 C 8.2761 -18.8952 -19.6347  -0.10
31 C 9.3279 -19.2191 -18.7590  -0.07
32 C 9.4509 -18.5861 -17.5503  -0.06
33 C 8.5808 -17.5931 -17.1089  -0.19
34 C 8.8492 -16.8597 -15.7958  -0.03
35 H 9.8497 -12.8055 -21.5712  0.10
36 H 8.6954 -13.9250 -20.7734  0.09
37 H 10.5344 -14.3349 -20.9532  0.08
38 H 10.9755 -11.3017 -20.2792  0.11
39 H 11.2257 -10.1313 -18.2128  0.11
40 H 10.1692 -10.9117 -16.0578  0.13
41 H 8.9661 -13.1375 -16.1693  0.03
42 H 9.1015 -15.5043 -18.6198  0.17
43 H 6.9371 -12.9860 -18.2449  0.09
44 H 2.1143 -15.4044 -18.3853  0.03
45 H 1.4226 -13.3037 -19.2888  0.10
46 H 2.9542 -11.3281 -19.1959  0.11
47 H 4.8341 -10.3182 -17.7702  0.07
48 H 5.8608 -10.8422 -19.1188  0.09
49 H 6.1497 -11.3004 -17.4537  0.07
50 H 6.6028 -17.6662 -19.9754  0.12
51 H 8.1509 -19.3818 -20.6107  0.12
52 H 10.0142 -20.0490 -18.9694  0.11
53 H 10.2904 -18.9556 -16.9649  0.12
54 H 8.6109 -15.7738 -15.7921  0.07
55 H 9.9315 -16.8609 -15.5942  0.09
56 H 8.3842 -17.4369 -14.9678  0.09
57 O 1.9659 -11.3926 -15.8931  -0.28
58 S 2.6588 -12.1548 -14.8726  0.64
59 O 3.7573 -11.5864 -14.1852  -0.27
60 N 3.1530 -13.5867 -15.5494  -0.04
61 C 2.6796 -14.5835 -14.8455  -0.66
62 S 2.8728 -16.2768 -15.2292  0.68
63 C 1.7140 -14.2440 -13.7462  -0.24
64 C 0.9203 -15.0866 -13.0114  -0.02
65 C -0.0256 -14.4792 -12.1284  -0.03
66 C -0.2253 -13.0741 -12.1148  -0.06
67 C 0.5822 -12.2919 -12.8972  -0.03
68 C 1.5721 -12.8700 -13.7114  -0.22
69 H 1.0700 -16.1789 -13.0817  0.10
70 H -0.5361 -15.1373 -11.4566  0.10
71 H -0.9421 -12.7411 -11.4524  0.08
72 H 0.3689 -11.1718 -12.9276  0.15
73 Cl 7.4861 -13.2423 -14.2067  0.73
74 C 6.9369 -14.7760 -13.6344  -0.47
75 C 6.2026 -15.4584 -14.7499  -0.70
76 O 5.6471 -14.7775 -15.6258  -0.17
77 O 6.1867 -16.7456 -14.8634  -0.18
78 H 6.4631 -14.6134 -12.6849  0.09
79 H 7.7389 -15.4668 -13.4713  0.08

Output
Energy relative to the best compared isomer or geometry (same formula, charge and spin) (kcal/mol): 0.0
Kohn-Sham gap (eV): 7.24
Calculated total energy (Eh): -4090.069402

=====

The following is a quantum chemistry calculation of a structure of composition CH2LiOSr at a distorted geometry, from the Open Molecules 2025 dataset.

Last column: natural (NBO) charge in e.
Positions of all 6 atoms, in Å:
1 H 0.3351 0.1116 -2.1340  -0.70
2 O -1.7232 -1.0933 -0.4323  -0.96
3 C -0.7716 -1.8505 -0.0186  -0.05
4 Li -2.3452 -1.7688 1.5146  0.93
5 Sr -1.7906 0.6894 -2.0962  1.67
6 H -0.1162 -2.1663 -0.8707  0.11

Output
Energy relative to the best compared isomer or geometry (same formula, charge and spin) (kcal/mol): 32.0
Kohn-Sham gap (eV): 6.78
Calculated total energy (Eh): -152.459802
Charge: +1

=====

The following is a quantum chemistry calculation of an isolated molecule of C6H12O at a distorted geometry, from the Open Molecules 2025 dataset.

Last column: natural (NBO) charge in e.
Positions of all 19 atoms, in Å:
1 C -0.0099 2.2916 -0.1291  -0.63
2 C 0.3921 1.2619 0.9319  -0.22
3 C 1.6544 0.5357 0.7321  -0.40
4 C 0.4020 -0.3620 0.4690  -0.27
5 C -0.6468 -0.8773 -0.5773  0.10
6 C -0.5016 -2.3576 -1.0398  -0.63
7 O -1.9048 -0.7725 0.1038  -0.73
8 H -0.4720 1.7627 -0.9591  0.21
9 H 0.8320 2.8706 -0.5430  0.21
10 H -0.7387 3.0255 0.2366  0.22
11 H 0.1623 1.6045 1.9519  0.21
12 H 2.3265 0.8431 -0.0577  0.21
13 H 2.1687 0.3124 1.6763  0.22
14 H 0.3290 -1.1636 1.2181  0.21
15 H -0.7626 -0.2878 -1.4963  0.17
16 H 0.0771 -2.4518 -1.9671  0.21
17 H -1.5154 -2.7230 -1.2463  0.23
18 H -0.0697 -3.0505 -0.3037  0.20
19 H -1.7225 -0.4620 0.9998  0.48

Output
Energy relative to the best compared isomer or geometry (same formula, charge and spin) (kcal/mol): 54.1
Kohn-Sham gap (eV): 10.58
Calculated total energy (Eh): -310.973083

=====

The following is a quantum chemistry calculation of a structure of composition C17H19FeNS at a distorted geometry, from the Open Molecules 2025 dataset.

Last column: Löwdin spin population.
Positions of all 39 atoms, in Å:
1 C -1.4799 -1.0732 -2.0765  0.02
2 C 1.3109 -0.1923 -2.9747  0.00
3 C -1.8564 0.1803 -2.3235  0.02
4 H -2.0269 -1.6490 -1.2925  0.00
5 C 1.0398 1.0800 -2.6528  0.01
6 H 2.3162 -0.5809 -2.7532  0.00
7 H -2.6842 0.6173 -1.7248  0.00
8 H 1.8573 1.6829 -2.2267  0.00
9 C -1.4175 1.0866 -3.4519  0.00
10 H -2.2177 1.8278 -3.6245  0.00
11 H -1.2660 0.5800 -4.4201  0.00
12 C -0.5344 -1.9225 -2.8874  0.00
13 H -1.0752 -2.6451 -3.5273  0.00
14 H 0.0473 -2.5342 -2.1780  0.00
15 C 0.4749 -1.1580 -3.7806  0.00
16 H -0.0467 -0.7078 -4.6423  0.00
17 H 1.1587 -1.9171 -4.2081  0.00
18 C -0.1529 1.8980 -3.0834  0.00
19 H 0.0946 2.5704 -3.9308  0.00
20 H -0.3973 2.5575 -2.2351  0.00
21 Fe -0.4041 0.0343 0.8754  3.77
22 H -1.8625 0.0055 0.2404  0.00
23 S 3.0706 0.7980 3.5248  0.01
24 C 3.5847 1.1696 1.9202  -0.01
25 C 2.5784 0.9611 0.9632  0.01
26 C 1.3958 0.5007 1.5576  0.02
27 C 1.4941 0.3563 2.9344  0.03
28 C 0.3527 -0.0922 3.7010  0.01
29 C 0.3051 -0.2708 5.0996  0.00
30 C -0.8756 -0.6976 5.7025  0.00
31 C -1.9836 -0.9346 4.8750  0.01
32 C -1.8903 -0.7454 3.4864  0.01
33 N -0.7403 -0.3268 2.8970  0.06
34 H 4.5838 1.5257 1.6861  0.00
35 H 2.6583 1.1214 -0.1155  0.00
36 H 1.1946 -0.0658 5.6994  0.00
37 H -0.9322 -0.8402 6.7876  0.00
38 H -2.9219 -1.2682 5.3189  0.00
39 H -2.7520 -0.9318 2.8404  0.00

Output
2S+1: 5
Expectation value of S²: 6.018
Kohn-Sham gap (spin up / spin down) (eV): 7.48 / 7.77
Calculated total energy (Eh): -2375.678251

=====

The following is a quantum chemistry calculation of a structure of composition C5H6O3 at a distorted geometry, from the Open Molecules 2025 dataset.

Last column: natural (NBO) charge in e.
Positions of all 14 atoms, in Å:
1 C -1.5719 0.5910 -1.8154  -0.40
2 C 0.3294 0.7505 0.0587  -0.07
3 C -0.2844 0.6240 1.5085  -0.28
4 C -0.1177 -0.6097 1.8499  0.09
5 C 0.8584 -0.6592 -0.2141  0.77
6 H -1.9369 1.8223 -2.1959  0.27
7 H -2.2477 -0.3394 -1.0691  0.26
8 H -0.9229 0.1151 -3.1547  0.22
9 H 1.2308 1.5113 0.0303  0.23
10 H -0.3143 1.4826 2.4734  0.25
11 H -0.4015 -1.0810 2.9103  0.23
12 O -0.7761 1.5085 -0.6723  -0.57
13 O 0.3617 -1.4146 0.8086  -0.50
14 O 1.5781 -1.0553 -1.0512  -0.50

Output
Energy relative to the best compared isomer or geometry (same formula, charge and spin) (kcal/mol): 177.3
Kohn-Sham gap (eV): 10.26
Calculated total energy (Eh): -419.556805